[1]
79
Properties=species:S:1:pos:R:3:forces:R:3:mulliken_spin:R:1 method="wB97M-V/def2-TZVPD" homo_lumo_gap_ha="0.2186 / 0.2472" multiplicity=3 fmax_ev_per_a=0.58 mol_weight_da=661.6 charge=+2 e_lumo_ev="-6.406 / -5.628"
V -0.150191 0.110523 0.314950 0.566 -0.065 -0.128 1.970
C 2.485095 -0.717684 1.858861 -0.043 0.087 0.043 0.031
N 2.047575 0.236678 2.860142 0.000 -0.083 0.038 0.006
C 2.913415 0.427241 4.026329 -0.005 0.005 -0.021 0.000
C 2.001752 1.131027 5.033261 -0.005 0.032 -0.030 0.000
N 0.718719 1.210949 4.327482 -0.028 -0.112 0.132 0.005
C -0.333701 2.040558 4.895795 0.055 0.058 -0.025 -0.001
C 0.786671 0.630822 3.119412 -0.120 0.131 -0.195 0.024
N -0.218819 0.471173 2.247916 -0.019 -0.214 0.459 -0.026
C -1.622878 0.531073 2.715846 0.024 -0.043 -0.081 0.052
C -2.468845 -0.258916 1.735553 0.042 0.024 -0.112 0.027
N -2.081582 0.171423 0.364384 -0.560 -0.068 -0.064 -0.072
C -2.914554 -0.137754 -0.671004 0.072 0.099 0.245 -0.007
N -3.862980 -1.080209 -0.668767 -0.087 -0.024 0.003 0.001
C -3.935581 -2.265306 0.187777 0.016 -0.014 -0.054 0.001
C -4.474779 -1.183881 -2.005111 0.023 0.011 0.016 0.000
C -3.866267 -0.009757 -2.773216 -0.028 0.044 0.056 0.000
N -2.876609 0.512102 -1.830989 0.139 -0.135 -0.119 -0.002
C -2.085315 1.665892 -2.193272 -0.118 0.148 0.032 0.012
H 2.731802 -1.673412 2.325611 0.030 0.001 -0.002 0.001
H 3.349926 -0.328689 1.323506 0.011 0.009 0.002 -0.002
H 1.712389 -0.916188 1.124782 0.062 -0.112 0.050 -0.021
H 3.790202 1.017049 3.761081 0.010 -0.003 -0.001 0.000
H 3.254398 -0.543973 4.387536 -0.004 -0.006 0.003 0.000
H 2.346614 2.137670 5.271756 0.002 0.003 0.000 0.000
H 1.893159 0.578208 5.965660 0.009 -0.007 0.002 0.000
H 0.142195 2.767903 5.551588 -0.014 0.004 0.006 0.000
H -1.041539 1.464457 5.490254 -0.002 -0.006 0.000 0.000
H -0.866132 2.585987 4.122822 -0.001 0.001 -0.002 0.000
H -1.989564 1.558387 2.742708 0.034 0.013 0.008 -0.009
H -1.722586 0.093944 3.708867 -0.027 0.003 0.005 0.002
H -3.523277 -0.044707 1.909953 -0.011 -0.009 0.006 0.003
H -2.288081 -1.321290 1.888187 -0.020 -0.015 -0.017 -0.015
H -2.955853 -2.722530 0.309719 0.000 -0.001 0.008 0.000
H -4.581015 -2.980073 -0.315431 0.000 -0.005 0.010 0.000
H -4.380037 -2.045922 1.154389 -0.005 0.015 0.007 0.000
H -5.558522 -1.128217 -1.928854 -0.005 0.000 -0.012 0.000
H -4.199596 -2.142696 -2.444720 0.009 -0.005 0.002 0.000
H -4.601161 0.763425 -3.001254 0.008 0.015 -0.003 0.000
H -3.377611 -0.311418 -3.698712 -0.014 -0.013 -0.013 0.000
H -1.830860 1.594754 -3.249298 -0.005 0.012 0.040 0.001
H -1.143985 1.706279 -1.652623 -0.051 -0.021 0.015 -0.007
H -2.638145 2.594273 -2.024980 -0.053 0.000 -0.016 -0.001
C 4.484402 -1.202614 -3.342688 0.005 0.018 0.033 0.000
C 4.860494 -0.389787 -2.108366 -0.127 -0.067 -0.096 0.000
S 3.613407 0.791728 -1.550779 0.173 0.048 0.092 0.002
C 3.428273 1.895310 -2.973808 -0.033 0.001 0.038 0.000
C 2.438090 1.498354 -4.085693 0.105 -0.025 0.086 0.000
S 0.943624 0.675549 -3.477332 -0.065 0.116 -0.117 0.005
C 0.804838 -0.793157 -4.528134 0.112 -0.075 0.099 0.000
C 2.041808 -1.685711 -4.670493 0.008 0.028 -0.013 0.000
S 2.928560 -2.126752 -3.151781 0.024 -0.006 -0.059 0.000
H 5.285465 -1.912543 -3.549864 0.013 0.009 -0.005 0.000
H 4.401137 -0.551695 -4.211201 0.015 -0.015 -0.005 0.000
H 5.804775 0.130963 -2.275100 0.009 -0.020 -0.022 0.000
H 5.002121 -1.054643 -1.253893 0.022 0.017 0.014 0.000
H 4.420987 2.054252 -3.398458 -0.036 0.067 -0.055 0.000
H 3.117299 2.849823 -2.547259 0.005 -0.019 0.039 0.000
H 2.914797 0.844990 -4.811967 -0.043 -0.047 0.017 0.000
H 2.140723 2.401010 -4.618375 0.053 -0.002 -0.034 0.000
H 0.473487 -0.495302 -5.523744 -0.019 -0.018 -0.014 0.000
H -0.010035 -1.354043 -4.066287 -0.002 -0.017 0.018 0.000
H 2.761244 -1.241069 -5.356448 -0.004 -0.019 -0.021 0.000
H 1.722104 -2.619429 -5.133763 -0.018 0.015 -0.040 0.000
N -1.737375 3.447178 0.853234 0.050 0.086 -0.036 0.000
N -0.522589 3.800946 1.450524 -0.060 0.032 0.005 0.003
C 0.678132 3.335582 1.146111 0.129 -0.127 0.072 0.000
N 1.732753 3.825130 1.803628 -0.036 0.063 -0.019 0.000
S 1.003699 2.163362 -0.080412 -0.013 0.137 -0.393 -0.025
H -1.873430 4.016446 0.022738 0.008 -0.053 -0.031 0.001
H -1.718434 2.466680 0.588238 -0.034 -0.014 0.036 0.007
H -0.612464 4.528256 2.146911 -0.011 -0.057 0.053 0.000
H 1.676916 4.680906 2.336838 0.003 0.002 0.001 0.000
H 2.648745 3.516243 1.516684 -0.008 -0.018 0.009 0.001
F 0.763227 -1.119919 -0.889262 -0.087 0.108 -0.006 0.025
B -0.124911 -2.373265 -0.819188 -0.059 -0.062 -0.062 0.008
F 0.573631 -3.458560 -1.120215 0.049 -0.032 0.154 0.001
F -1.201232 -2.087569 -1.623889 -0.006 -0.015 -0.007 -0.004
F -0.501617 -2.228827 0.560995 -0.011 0.209 -0.020 0.006

***

[2]
76
Properties=species:S:1:pos:R:3:forces:R:3:mulliken_spin:R:1 method="wB97M-V/def2-TZVPD" relative_energy_ev=3.850 homo_lumo_gap_ha="0.2512 / 0.2440" multiplicity=3 fmax_ev_per_a=5.89 mol_weight_da=630.0 charge=-1 e_lumo_ev="2.433 / 2.419"
Pd 0.297559 -0.203419 -0.504362 0.639 -0.004 1.385 1.582
C 0.693239 2.782111 1.780098 0.788 -4.426 -2.601 0.018
O 0.088479 2.471841 3.048878 0.011 1.956 -0.509 -0.001
O 0.707259 1.581801 0.968478 -0.508 3.072 1.045 0.069
C 0.143739 4.067711 1.055458 -1.019 -0.744 0.959 -0.007
F -1.229041 4.100511 1.071188 0.687 -0.085 -0.638 0.000
F 0.513759 5.112281 1.794138 0.411 1.262 0.396 0.000
F 0.571209 4.378761 -0.204562 -0.368 -0.891 0.772 0.000
C 0.205269 3.488861 4.086758 -0.899 -2.484 -0.070 0.001
C -0.506891 2.875451 5.291708 -0.929 0.577 0.151 0.000
H -0.209471 3.509971 6.126588 -0.178 -0.339 0.499 0.000
H -1.592911 2.908371 5.204698 -0.177 0.607 -0.226 0.000
H -0.416481 1.809741 5.501958 1.156 0.079 -0.210 0.000
H -0.304521 4.408981 3.801128 0.304 0.087 0.078 0.000
H 1.230549 3.633221 4.427448 0.360 0.310 -0.660 0.000
H 1.753579 2.964591 1.954698 0.302 0.690 0.248 0.004
C 3.255879 -1.963389 0.741958 -2.846 0.756 -2.397 0.014
O 3.019219 -2.807849 1.820448 -0.251 -2.430 1.455 0.003
O 2.047219 -1.386679 0.349298 2.479 -0.092 0.261 0.026
C 4.620909 -1.125439 0.882858 -2.531 1.425 0.259 -0.003
F 5.657639 -1.823219 1.059248 3.436 -4.764 0.455 0.000
F 4.970259 -0.451609 -0.246132 -1.387 0.746 -1.119 0.000
F 4.730039 -0.278599 1.874638 -1.366 2.281 1.594 0.000
C 2.167519 -4.049319 1.540618 0.633 2.225 -0.342 0.000
C 1.796259 -4.863489 2.776858 0.168 0.763 -0.359 0.000
H 2.028319 -5.895769 2.514848 -0.036 -0.121 0.688 0.000
H 2.267729 -4.488909 3.685428 0.340 -0.335 -0.114 0.000
H 0.724299 -4.727379 2.919938 0.020 -0.344 0.187 0.000
H 2.663539 -4.658309 0.784848 0.491 0.054 0.031 0.000
H 1.205769 -3.774619 1.107418 0.299 0.764 -0.272 -0.002
H 3.639219 -2.558759 -0.086712 0.112 -0.888 -0.747 0.002
C -1.721981 -2.867949 2.333258 -0.226 0.478 0.301 0.005
C -2.237581 -2.037629 1.154088 2.882 1.000 -0.387 -0.007
C -3.673081 -1.627529 1.364498 -1.066 0.493 -0.937 0.013
O -1.327201 -0.976359 0.740918 -2.131 -1.117 0.536 0.122
H -2.522741 -3.605099 2.392448 0.419 -0.710 0.554 0.000
H -1.627421 -2.361929 3.294048 -0.256 0.386 -0.007 0.000
H -0.730351 -3.281509 2.149638 -0.201 -0.193 -0.337 -0.001
H -2.292061 -2.847969 0.427108 -0.027 -0.064 -0.994 0.000
H -4.141621 -1.457739 0.395088 0.203 0.526 -0.439 -0.001
H -3.882821 -0.726729 1.941258 0.412 -0.092 0.306 -0.001
H -4.318821 -2.446459 1.681478 0.266 -0.260 0.734 -0.001
C -0.659711 2.800251 -2.481042 -0.661 -0.716 1.697 0.007
C -1.692291 2.069161 -1.589202 1.636 -0.076 0.927 -0.022
C -3.101651 2.419951 -1.967022 0.826 -0.969 -0.981 -0.001
O -3.997991 1.882301 -1.055512 -1.039 -0.200 -0.206 -0.001
C -5.290681 1.684511 -1.619582 -0.095 0.898 0.748 0.001
N -1.439571 0.596131 -1.667422 -1.079 1.013 -0.451 0.097
H 0.279289 2.742651 -1.930532 0.068 -0.022 -0.273 -0.003
H -0.965711 3.846421 -2.480932 0.227 0.002 -0.839 0.000
H -0.587961 2.227381 -3.405582 -0.098 0.818 -0.454 0.000
H -1.453861 2.256271 -0.542182 -0.253 0.493 0.086 0.000
H -3.155181 1.871701 -2.907582 -0.691 -0.149 -0.738 0.003
H -3.248761 3.459451 -2.260082 -0.155 0.389 0.609 0.002
H -5.344561 1.010751 -2.474712 0.372 -0.459 0.150 0.000
H -5.707151 2.625831 -1.978162 0.090 0.404 -0.142 0.000
H -5.950071 1.399751 -0.799692 0.134 -0.458 -0.145 0.000
H -2.178151 0.165861 -1.129392 0.002 -0.415 1.073 -0.005
H -1.742891 0.342741 -2.596872 0.521 -0.430 -0.741 -0.003
C 2.564409 0.687241 -4.221982 1.160 0.881 -2.774 -0.001
C 1.478359 0.184201 -3.357682 1.302 -0.422 2.104 -0.004
C 1.369849 -1.361209 -3.398872 -1.118 -0.122 0.684 0.005
O 0.682779 -1.890719 -2.252052 0.274 1.072 0.240 0.027
C 0.649789 -3.282319 -2.074032 0.269 -0.870 -0.003 0.003
N 1.908399 0.693431 -2.005202 -0.612 -0.480 -0.222 0.070
H 2.530639 1.773121 -4.310412 -0.437 0.210 -0.013 0.000
H 2.575249 0.338071 -5.254482 -0.430 -0.195 -0.293 0.000
H 3.610699 0.558261 -3.944972 -0.159 -0.731 0.841 0.001
H 0.540589 0.701881 -3.559412 0.021 -0.543 -0.182 -0.006
H 2.335319 -1.858949 -3.489582 0.244 0.228 -0.049 0.000
H 0.724689 -1.624629 -4.237012 0.311 -0.023 -0.585 0.000
H 1.116109 -3.685129 -1.174932 0.035 1.032 0.638 -0.001
H 1.246059 -3.823969 -2.808332 -0.368 0.143 -0.792 0.001
H -0.389111 -3.610069 -2.037042 -0.025 -0.090 -0.349 0.000
H 2.838039 0.353611 -1.804182 0.090 -1.133 0.533 -0.003
H 2.191619 1.645511 -2.188012 -0.782 0.767 0.375 -0.002

***

Number 1: calculated total energy -4202.242278 Ha. Number 2: calculated total energy -2111.602845 Ha.